{"formula": "C58H151N17O22", "method": "the ωB97M-V functional and the def2-TZVPD basis", "charge": 0, "gap_ev": 8.708, "e_homo_ev": -8.295, "max_force_ev_per_a": 4.02, "elements": ["C", "O", "C", "C", "N", "C", "C", "O", "C", "H", "H", "H", "H", "H", "H", "H", "H", "H", "H", "H", "H", "H", "H", "H", "C", "O", "C", "C", "N", "C", "C", "O", "C", "H", "H", "H", "H", "H", "H", "H", "H", "H", "H", "H", "H", "H", "H", "H", "C", "O", "C", "C", "N", "C", "C", "O", "C", "H", "H", "H", "H", "H", "H", "H", "H", "H", "H", "H", "H", "H", "H", "H", "C", "O", "C", "C", "N", "C", "C", "O", "C", "H", "H", "H", "H", "H", "H", "H", "H", "H", "H", "H", "H", "H", "H", "H", "C", "O", "C", "C", "N", "C", "C", "O", "C", "H", "H", "H", "H", "H", "H", "H", "H", "H", "H", "H", "H", "H", "H", "H", "C", "O", "C", "C", "N", "C", "C", "O", "C", "H", "H", "H", "H", "H", "H", "H", "H", "H", "H", "H", "H", "H", "H", "H", "C", "O", "C", "C", "N", "C", "C", "O", "C", "H", "H", "H", "H", "H", "H", "H", "H", "H", "H", "H", "H", "H", "H", "H", "C", "O", "C", "C", "N", "C", "C", "O", "C", "H", "H", "H", "H", "H", "H", "H", "H", "H", "H", "H", "H", "H", "H", "H", "C", "O", "C", "C", "N", "C", "C", "O", "C", "H", "H", "H", "H", "H", "H", "H", "H", "H", "H", "H", "H", "H", "H", "H", "C", "O", "N", "N", "H", "H", "H", "H", "C", "O", "N", "N", "H", "H", "H", "H", "C", "O", "N", "N", "H", "H", "H", "H", "C", "O", "N", "N", "H", "H", "H", "H"], "positions_angstrom": [[3.522100, 8.223005, 0.345937], [2.874430, 7.091548, 0.799385], [1.627098, 7.457833, 1.449246], [0.865250, 6.227722, 1.923196], [0.257435, 5.541785, 0.802069], [-0.391824, 4.291077, 1.128950], [-1.347586, 4.003779, 0.074557], [-2.243725, 3.025538, 0.662577], [-3.248749, 2.708227, -0.230578], [4.470524, 7.851178, -0.059436], [3.681185, 8.979039, 1.116691], [2.978859, 8.610441, -0.509276], [1.018021, 8.019337, 0.734356], [1.834856, 8.211700, 2.189394], [0.087553, 6.590604, 2.618569], [1.497157, 5.488284, 2.450805], [0.988952, 5.333884, 0.148410], [-0.943619, 4.398609, 2.068891], [0.262254, 3.441595, 1.304260], [-0.734133, 3.606023, -0.750903], [-1.951639, 4.893133, -0.161702], [-2.804761, 2.236832, -1.133762], [-3.857539, 3.587575, -0.566380], [-3.942848, 1.933954, 0.215687], [-2.526743, 5.758439, 10.895512], [-1.554225, 5.293980, 9.961852], [-1.562792, 6.051803, 8.710926], [-0.589500, 5.358657, 7.786689], [-0.608355, 5.961370, 6.474627], [0.567782, 5.616644, 5.603608], [0.778310, 4.102257, 5.425701], [-0.428042, 3.587207, 4.940776], [-0.342799, 2.150444, 4.735471], [-2.407727, 6.818942, 11.161133], [-2.450292, 5.129473, 11.761352], [-3.483660, 5.704188, 10.436537], [-1.162999, 7.083053, 8.875461], [-2.496399, 6.234333, 8.170606], [-0.702149, 4.272493, 7.718329], [0.397132, 5.602505, 8.123305], [-1.469017, 5.773038, 6.000078], [1.483684, 6.015262, 6.066498], [0.430795, 6.121862, 4.645195], [0.949894, 3.705548, 6.428214], [1.644401, 3.839901, 4.833612], [-1.087810, 1.835408, 4.033176], [-0.443203, 1.700833, 5.742140], [0.613425, 1.710515, 4.320216], [-0.813700, -1.405760, 3.043281], [-2.101035, -1.639979, 3.573817], [-3.197846, -1.308018, 2.791231], [-4.402996, -1.729879, 3.523985], [-4.497794, -3.178810, 3.650915], [-3.571708, -3.711286, 4.721071], [-4.136066, -5.034527, 5.196159], [-5.472245, -4.932268, 5.591125], [-6.071669, -6.162670, 5.919840], [-0.739319, -1.797461, 2.046957], [-0.040594, -1.840178, 3.699128], [-0.741504, -0.320472, 2.984900], [-3.232110, -1.808640, 1.819363], [-3.259869, -0.230022, 2.629400], [-5.278009, -1.360993, 3.022592], [-4.339556, -1.230188, 4.476982], [-5.407125, -3.466339, 3.989670], [-3.632420, -3.014062, 5.556191], [-2.522826, -3.755466, 4.432578], [-3.504705, -5.526312, 5.946780], [-4.013438, -5.653173, 4.295894], [-7.092716, -6.059854, 5.555427], [-6.047767, -6.333828, 7.003226], [-5.471079, -6.917105, 5.413336], [0.336982, -3.722046, 0.614018], [1.438587, -3.330901, 1.495871], [1.815796, -4.385681, 2.344522], [2.795880, -3.851105, 3.322056], [3.913540, -3.227193, 2.576305], [4.696991, -2.301556, 3.393410], [5.750405, -1.513209, 2.574884], [5.096869, -0.841611, 1.499808], [5.892813, 0.063777, 0.801877], [0.569992, -4.605056, 0.043082], [0.179977, -2.861429, -0.056042], [-0.627454, -3.779618, 1.080443], [2.304946, -5.197449, 1.729697], [0.956995, -4.833479, 2.877254], [3.172216, -4.628628, 3.995502], [2.207088, -3.131418, 3.850974], [3.490495, -2.588092, 1.864307], [5.257588, -2.894671, 4.152011], [4.087543, -1.615810, 3.998690], [6.526332, -2.197305, 2.155419], [6.263237, -0.761419, 3.155297], [6.179425, 0.911598, 1.458064], [5.359470, 0.494583, -0.049685], [6.820272, -0.364423, 0.486636], [2.422108, -1.582283, -1.807788], [1.902683, -0.565152, -2.735333], [2.351128, -0.734616, -4.071888], [1.593314, 0.015376, -5.128380], [1.381590, 1.479628, -4.742161], [0.128966, 1.690730, -4.040256], [-0.110489, 3.141431, -3.887282], [-0.319869, 3.798429, -5.166371], [0.057878, 5.151765, -5.053880], [3.493224, -1.751966, -2.021745], [1.949299, -2.539964, -2.001242], [2.297896, -1.234550, -0.766224], [2.542494, -1.767399, -4.263826], [3.406826, -0.381866, -4.108887], [0.641561, -0.397442, -5.407318], [2.183478, -0.029950, -6.031566], [1.287258, 2.008696, -5.628841], [0.156280, 1.277935, -3.037256], [-0.677682, 1.092639, -4.513763], [0.781654, 3.595416, -3.416102], [-1.013538, 3.388469, -3.258575], [1.123614, 5.264499, -4.679574], [-0.575571, 5.628675, -4.337696], [0.047292, 5.588965, -6.055284], [-3.814140, 0.608540, -3.694520], [-5.068907, 0.559559, -4.421195], [-5.069825, 1.349535, -5.605179], [-6.555385, 1.598801, -5.875380], [-7.254456, 0.372441, -6.049961], [-8.586138, 0.482062, -6.619908], [-9.560503, 1.208035, -5.635667], [-9.291057, 0.567316, -4.370558], [-9.897772, 1.195913, -3.198354], [-3.937250, 0.030412, -2.795534], [-3.610716, 1.660574, -3.435975], [-3.006467, 0.184070, -4.299160], [-4.691403, 0.734252, -6.453482], [-4.577244, 2.328173, -5.465082], [-6.634502, 2.268849, -6.759438], [-6.840850, 2.250151, -4.994551], [-7.342707, -0.071628, -5.137132], [-8.945082, -0.511666, -6.895076], [-8.508993, 1.065739, -7.545099], [-10.592319, 1.111001, -5.932384], [-9.325947, 2.265761, -5.470921], [-9.752589, 2.276704, -3.313240], [-9.390401, 0.949831, -2.285783], [-10.972046, 0.970355, -3.100734], [4.096327, -7.565066, -7.706797], [4.449929, -6.237844, -7.544740], [3.399811, -5.399279, -7.105768], [3.864947, -4.007381, -6.965859], [4.806006, -3.914069, -5.846284], [4.283282, -4.176030, -4.553358], [5.293517, -3.921610, -3.517645], [5.689678, -2.585065, -3.508602], [6.562818, -2.317449, -2.437400], [3.373456, -7.629914, -8.526375], [3.556388, -7.945484, -6.830990], [5.048981, -8.133204, -7.922263], [2.962133, -5.745940, -6.141515], [2.624245, -5.484008, -7.890444], [2.997196, -3.386707, -6.857924], [4.457017, -3.766163, -7.854717], [5.263840, -3.026075, -5.866501], [4.039227, -5.236598, -4.479085], [3.362436, -3.646978, -4.312620], [6.250027, -4.494448, -3.671415], [4.866894, -4.137717, -2.522734], [6.927105, -1.298475, -2.444709], [7.452486, -2.907358, -2.340167], [5.999397, -2.545083, -1.517873], [3.937893, 2.955438, 2.069198], [4.894183, 2.773151, 3.075917], [4.536251, 1.741254, 4.021054], [5.736271, 1.480333, 4.896982], [5.883533, 2.582506, 5.864387], [7.088412, 2.332476, 6.682260], [7.283792, 3.493838, 7.647311], [7.529484, 4.628545, 6.784808], [7.521756, 5.865262, 7.456186], [4.359355, 3.686474, 1.409563], [3.017747, 3.355425, 2.519713], [3.582181, 1.994270, 1.630669], [4.149749, 0.846795, 3.483855], [3.691826, 2.057778, 4.681274], [6.651951, 1.306451, 4.345308], [5.591623, 0.553728, 5.430734], [6.047625, 3.464146, 5.389295], [7.993422, 2.203914, 6.057428], [7.003994, 1.428852, 7.269352], [8.138039, 3.352775, 8.288214], [6.467816, 3.678691, 8.308002], [7.794038, 6.647436, 6.709534], [8.232306, 5.947021, 8.354341], [6.517364, 6.113320, 7.806575], [-0.039832, -4.593566, -3.197891], [0.158589, -3.343905, -3.927037], [-1.090315, -2.717611, -4.235754], [-1.941049, -2.287754, -3.135256], [-1.297398, -1.189430, -2.420696], [-1.875254, -0.992256, -1.087643], [-1.114582, 0.105423, -0.326600], [0.073841, -0.475531, 0.132201], [0.863188, 0.525719, 0.781566], [0.856969, -5.196682, -3.151872], [-0.820530, -5.188785, -3.703732], [-0.444692, -4.335690, -2.214895], [-1.662410, -3.388440, -4.874424], [-0.811661, -1.808935, -4.802545], [-2.260415, -3.128046, -2.457692], [-2.842975, -1.856676, -3.556244], [-0.320327, -1.335673, -2.302911], [-1.939481, -1.951072, -0.579999], [-2.847605, -0.546429, -1.114728], [-1.781824, 0.473524, 0.491325], [-0.864026, 0.910865, -0.994927], [1.752799, 0.027297, 1.209986], [0.267386, 0.898539, 1.586192], [1.170466, 1.329961, 0.122786], [-4.688976, -3.661246, -0.768593], [-5.359490, -2.631289, -0.805583], [-4.005462, -4.057432, 0.328611], [-4.468000, -4.524521, -1.766204], [-4.445195, -3.715901, 1.161960], [-3.532267, -4.942027, 0.429905], [-4.686341, -4.218498, -2.723775], [-4.240292, -5.501152, -1.616265], [-4.948819, -2.795180, -4.669290], [-4.384368, -3.851226, -4.508949], [-5.642719, -2.131930, -3.756284], [-4.989569, -2.136790, -5.829625], [-5.940972, -1.195075, -4.040373], [-5.426572, -2.404944, -2.791832], [-4.934474, -2.686788, -6.716963], [-5.733530, -1.456203, -5.881448], [-3.355714, -8.022125, -2.965722], [-4.013634, -7.565992, -2.049799], [-2.432621, -9.072038, -2.815268], [-3.449682, -7.669616, -4.262150], [-2.227093, -9.364154, -1.862010], [-2.127240, -9.695996, -3.546202], [-3.867645, -6.778015, -4.517927], [-2.718774, -7.959669, -4.844731], [2.987068, 3.705775, -1.318597], [1.845179, 3.962747, -0.969759], [3.354235, 2.520419, -1.955767], [4.144881, 4.508167, -1.211451], [4.279373, 2.302623, -2.296639], [2.679078, 1.805448, -2.077723], [4.932280, 3.855101, -1.099488], [4.159188, 5.267074, -0.512102]], "forces_ev_per_a": [[0.83, -0.37, -1.05], [-1.42, -0.68, 1.33], [0.48, -0.51, -0.98], [0.04, -0.01, 0.15], [0.04, 0.56, 0.10], [0.36, 1.27, 1.91], [-1.25, -1.16, 0.08], [0.52, 0.48, -0.42], [-1.24, -1.16, -0.80], [0.13, 0.44, 0.23], [0.02, 0.08, 0.03], [-0.21, 0.66, -0.15], [-0.24, -0.31, -0.33], [0.28, -0.06, 1.00], [0.17, -0.27, -0.24], [0.24, 0.64, 0.34], [0.32, 0.00, -0.50], [-0.01, 0.22, 0.02], [0.53, -0.21, -0.12], [-0.87, 0.01, -0.43], [0.41, -0.21, -0.33], [-0.32, 0.22, 0.12], [0.43, -0.47, 0.34], [0.72, 0.92, -0.28], [0.91, 0.51, -0.75], [-0.69, 1.11, -1.16], [1.21, 0.23, 0.79], [0.34, 0.13, -0.74], [1.07, 0.49, -0.91], [-0.54, -0.09, 0.70], [-0.74, 1.05, 1.08], [0.38, -1.70, -1.44], [0.94, 0.23, 1.02], [0.40, -0.15, 0.10], [-0.08, -0.20, 0.42], [-1.19, -0.34, -0.20], [-0.24, -0.61, 0.19], [-0.64, -0.66, 0.62], [-0.27, -0.05, 0.53], [0.77, -0.37, 0.71], [-0.29, -0.27, -0.42], [-0.28, 0.07, -0.04], [-0.02, -0.16, 0.14], [0.25, -0.29, 0.21], [0.26, 0.07, -0.56], [-0.81, 0.04, -0.03], [-0.29, -0.20, -0.55], [-0.44, 1.18, 0.30], [-0.76, 0.60, 0.24], [0.68, -0.91, 0.92], [0.10, 0.30, -1.03], [-0.57, -0.58, 0.51], [1.25, -0.72, 0.60], [-1.57, 0.77, 0.45], [1.26, -0.54, -1.07], [0.22, 1.00, 0.10], [0.40, 0.45, -0.12], [0.25, -0.26, -0.50], [-0.48, 0.21, -0.21], [0.70, 0.21, -0.07], [0.55, -0.04, -0.24], [0.16, 0.35, -0.15], [-0.49, 0.15, -0.39], [-0.24, 0.19, 0.86], [-0.23, 0.32, -0.17], [0.24, 0.26, 0.29], [-0.28, -0.29, -0.26], [-0.04, 0.34, 0.28], [-0.54, -0.53, 0.01], [-0.05, -0.62, 0.11], [-0.06, -0.04, -0.12], [-0.59, -0.60, -0.03], [1.10, 1.99, -0.21], [-1.71, -0.52, -0.77], [0.28, -1.74, -1.00], [1.01, 0.35, -0.68], [-0.50, 1.38, -0.38], [1.21, -0.45, 0.62], [-0.43, -0.71, -0.85], [-0.86, -0.56, 0.07], [0.14, 1.27, 0.81], [0.18, -0.48, -0.09], [0.49, -0.37, -0.01], [-0.38, -0.57, 0.98], [-0.49, 0.51, 0.43], [0.10, 0.20, -0.19], [-0.09, 0.15, -0.08], [-0.07, 0.84, 1.03], [0.26, -1.09, 0.50], [-0.15, 0.29, -0.40], [-0.19, 0.20, -0.26], [-0.48, 0.22, 0.24], [0.17, 0.19, 0.68], [-0.17, -0.14, -0.12], [-0.15, -0.38, 0.10], [0.70, -0.60, -0.52], [0.55, 0.95, -1.03], [-0.30, -0.55, 0.98], [2.00, 0.52, 0.85], [-0.41, 1.83, 0.72], [0.60, -1.07, -1.37], [-0.34, -1.13, -0.07], [-1.04, 1.63, -0.15], [0.68, -0.58, 0.57], [1.63, -0.44, -0.35], [-0.15, 0.29, 0.17], [-0.47, -0.12, 0.14], [-0.16, -0.19, -0.74], [-0.81, -1.05, -0.53], [-0.31, 0.40, 0.05], [-0.67, -0.56, 0.19], [0.40, 0.14, -0.24], [0.21, -0.42, 0.75], [0.35, -0.19, 0.27], [-0.13, 0.65, 0.00], [-0.36, -0.22, -0.02], [0.80, -0.44, -0.30], [-0.96, -0.24, -0.30], [-0.58, 0.81, 0.31], [-0.40, 0.11, 0.24], [-0.74, 0.49, -0.92], [0.99, 0.52, 0.48], [-1.01, -0.69, -0.38], [1.05, 2.15, 0.48], [-0.18, -0.87, -0.05], [-0.29, 1.04, 0.34], [1.23, -0.77, 1.03], [-0.91, 0.08, 1.06], [0.00, 0.55, -1.83], [-0.12, -0.21, 0.25], [0.17, -0.32, -0.06], [0.00, 0.16, 0.09], [0.38, 0.60, 0.47], [0.20, -0.53, -0.10], [-0.10, -0.60, 0.25], [-0.42, -0.69, -0.63], [-0.15, 0.14, -0.21], [-0.12, 0.08, 0.25], [-0.09, -0.09, 0.07], [-0.52, -0.11, -0.12], [0.05, 0.08, -0.54], [-0.31, 0.06, 0.04], [0.45, -0.73, 0.15], [0.34, 0.00, -0.18], [0.22, -0.53, -0.32], [0.80, 0.98, 0.75], [-0.86, -1.62, -0.69], [1.71, -0.19, 0.32], [-0.01, 0.14, -1.05], [-0.52, -0.76, -0.12], [1.56, -0.46, 1.30], [0.61, 1.32, -0.46], [-1.01, 0.08, 0.97], [0.12, -0.40, -0.35], [0.36, -0.24, 0.19], [-1.28, 0.43, 0.25], [0.16, -0.10, -0.54], [-0.20, 0.30, 0.39], [-0.62, 0.73, 0.01], [-0.40, 0.26, -0.04], [0.26, 0.49, 0.08], [-0.05, -0.15, 0.08], [-0.35, 0.33, 0.05], [-1.03, -0.19, 0.08], [0.12, -0.35, -0.11], [-0.46, 0.38, -0.19], [0.59, -0.94, -0.69], [0.18, 0.47, 0.18], [-1.19, -0.53, 1.07], [0.17, -1.05, 0.79], [-0.47, 0.29, -0.51], [-0.51, 0.76, 0.38], [0.86, -1.07, 0.38], [-0.31, 0.79, 0.18], [0.97, 0.50, -1.69], [0.05, -0.19, 0.79], [0.65, 0.87, 0.28], [-0.05, 0.07, -0.73], [-0.03, 0.34, -0.13], [0.72, 0.45, -0.30], [0.56, 0.29, 0.06], [0.48, 0.13, -0.40], [0.31, 0.17, -0.68], [-0.33, -0.32, 0.50], [-0.12, -0.11, -0.20], [-0.14, 0.21, 0.18], [-0.39, -0.44, 0.07], [0.68, -0.23, 0.23], [-1.13, 0.07, 0.21], [-0.02, -0.61, 0.57], [-0.74, -0.37, -1.23], [-0.12, -0.06, 0.17], [-1.22, 1.23, -0.72], [0.11, -1.11, 0.86], [0.94, -0.27, -1.88], [-0.35, 0.47, 2.03], [-1.26, 0.24, 0.64], [0.90, 1.24, -0.43], [-0.89, -1.82, 0.22], [0.97, 0.74, 0.42], [0.45, -1.52, 0.10], [0.40, 0.34, 0.03], [0.19, 0.10, 0.03], [0.33, -0.35, 0.15], [-0.12, -0.11, -0.28], [-0.10, -0.51, 0.07], [0.23, 0.53, -0.49], [-0.32, -0.33, -0.18], [1.00, -0.24, -0.09], [-0.05, -0.04, 0.70], [-1.10, -0.28, -0.56], [0.74, -0.10, -0.23], [-0.16, 0.65, -0.43], [-0.32, 0.20, -0.26], [-0.25, 0.73, 0.69], [-0.01, 0.23, -0.35], [0.56, -1.07, -0.07], [0.24, 0.06, -0.35], [-0.07, 0.67, 2.05], [-0.61, 0.20, -2.09], [0.28, 0.06, 0.82], [-0.28, 0.07, -0.42], [0.21, -0.75, 0.40], [-0.01, 0.26, -0.06], [-0.88, 0.44, -0.54], [1.07, -1.85, 0.33], [-0.37, 0.13, 1.82], [0.04, 0.04, -4.02], [0.40, -0.46, 1.04], [-0.78, 0.87, 0.04], [0.22, 0.58, 1.46], [0.13, 0.28, -0.37], [0.56, -1.56, 0.16], [0.44, 0.22, 0.08], [-0.08, 0.34, 1.32], [-1.19, 1.37, -0.39], [-0.34, 0.11, -0.57], [-0.25, 0.36, 0.00], [-0.05, -0.33, 0.34], [0.95, -0.29, -0.87], [1.31, -0.84, -0.74], [0.85, -0.08, -0.27], [-0.33, 0.76, 0.71], [-0.10, -0.30, 0.88], [-0.27, 0.42, 0.08], [-0.74, -0.56, -0.27], [-0.28, 1.02, -0.03], [-0.46, -0.68, -0.56]]}